The following is a DFT calculation (ωB97M-V/def2-TZVPD) of a cluster of 11 separate species, H22O11 in total.

Geometry as XYZ:
```
33
Properties=species:S:1:pos:R:3:forces:R:3
O 1.3490 2.2527 2.4404 1.11 0.09 0.00
H 0.4199 2.1030 2.4360 -1.19 0.00 0.19
H 1.5436 2.7862 3.2221 -0.07 -0.16 -0.24
O -2.6848 -2.9855 1.2115 -2.23 0.02 -0.03
H -3.6304 -3.1376 1.5287 1.99 0.05 -0.09
H -2.9228 -2.4892 0.4080 0.22 0.23 0.24
O 2.0537 1.9788 -2.4914 -1.38 -0.23 -0.43
H 1.5955 1.2340 -2.9314 0.86 0.07 0.26
H 1.2920 2.5799 -2.4123 0.62 0.13 0.22
O -0.9203 -0.4299 2.2964 1.56 1.00 0.32
H -1.1726 -1.1786 1.7695 -0.22 -0.93 0.04
H -0.1583 -0.0314 1.8027 -0.56 -0.83 1.02
O 3.2103 -0.6487 -3.2302 -0.26 -1.52 -0.02
H 3.3704 -1.5909 -2.9805 -0.16 1.24 -0.29
H 3.8658 -0.1421 -2.7597 0.33 0.31 0.28
O -3.0583 -1.5731 -1.2459 0.16 0.07 2.18
H -3.3679 -1.0864 -1.9850 -0.18 0.16 -1.23
H -2.6692 -2.4114 -1.4406 0.16 -0.58 -1.29
O 0.3436 -1.9195 -0.0499 -2.14 0.77 -0.53
H -0.6394 -2.0271 0.0363 1.34 0.19 -0.27
H 0.6636 -2.7887 0.1283 0.38 -1.17 0.33
O -2.1516 0.7900 0.4841 -0.69 0.69 -0.38
H -2.3824 0.7800 1.4203 -0.25 0.15 -0.10
H -1.3466 0.2852 0.5498 0.14 0.00 -0.63
O -3.8256 2.7332 -2.3808 -1.26 0.86 0.01
H -4.6187 2.6656 -1.8298 -0.06 0.55 -0.25
H -3.4189 1.9355 -2.1171 1.37 -1.39 0.33
O 4.0952 2.8310 1.4688 0.50 -1.04 1.22
H 3.9645 3.4290 0.7403 -0.39 -0.49 -0.69
H 3.8458 1.8905 1.3162 -0.04 1.62 -0.51
O 2.2925 -2.2891 1.6954 -0.28 1.46 -2.12
H 3.0465 -1.7942 2.0355 -0.01 -0.15 0.09
H 2.0159 -1.7512 0.8645 0.65 -1.17 2.33
```
Forces are in eV/Å.

frontier orbital gap = 0.400 Ha
SMILES = O.O.O.O.O.O.O.O.O.O.O
net charge = 0
strongest force on any atom = 2.7 eV/A

The following is a DFT calculation (ωB97M-V/def2-TZVPD) of a cluster of 11 separate species, H22O11 in total.

Geometry as XYZ:
```
33
Properties=species:S:1:pos:R:3:forces:R:3
O -0.1338 0.2738 0.1402 1.24 0.45 0.01
H -0.6096 1.0536 0.4477 0.17 -0.24 0.06
H 0.7886 0.5529 0.1247 -0.01 0.17 -0.04
O 0.4357 3.5727 -0.2261 0.01 -0.08 0.24
H -0.5064 3.4420 -0.0697 0.06 0.07 -0.11
H 0.6488 4.3672 0.2763 -0.01 0.08 -0.08
O 3.4223 -1.0761 2.0574 -0.20 0.08 0.05
H 2.8418 -0.7022 1.3849 0.15 -0.23 0.07
H 3.0749 -1.9638 2.1998 0.04 0.11 0.05
O 2.6532 1.4197 -2.3692 -0.29 -0.29 -0.10
H 2.7796 0.4652 -2.4129 0.12 0.10 -0.08
H 2.3085 1.5703 -1.4818 0.28 0.20 -0.06
O -2.2568 0.2562 -1.0690 -1.03 0.32 -0.17
H -2.7379 1.0094 -0.7082 -0.19 0.16 -0.34
H -1.4918 0.6519 -1.5015 0.08 -0.39 0.07
O 3.7410 -2.9984 -0.4056 -0.23 -0.02 0.05
H 3.9487 -3.6102 0.3097 0.10 0.04 -0.09
H 2.7883 -2.8703 -0.3354 0.13 -0.16 -0.13
O 0.0124 -2.2180 -1.0824 0.39 -0.26 -0.20
H 0.4883 -1.9441 -1.8745 -0.10 -0.04 -0.04
H 0.6923 -2.2518 -0.4001 -0.35 0.08 0.06
O -3.5174 -3.0824 -0.4981 -0.26 0.07 -0.03
H -3.8342 -3.3065 -1.3804 0.07 0.01 0.10
H -3.4583 -2.1204 -0.5075 0.28 -0.07 -0.12
O -4.9018 1.3454 0.2321 0.35 -0.01 0.17
H -5.1535 1.5349 1.1430 -0.08 0.04 -0.06
H -4.3921 0.5297 0.2946 -0.30 -0.14 -0.10
O -1.8109 -0.3368 2.0740 -0.48 0.21 0.43
H -1.5872 0.5711 2.3078 -0.01 -0.17 0.17
H -2.6236 -0.2538 1.5626 0.19 -0.20 -0.01
O 3.1821 2.1050 0.5293 -0.26 -0.18 -0.08
H 2.7576 1.2901 0.8203 0.24 0.20 0.27
H 2.4513 2.7235 0.4183 -0.10 0.09 0.02
```
Forces are in eV/Å.

frontier orbital gap = 0.386 Ha
SMILES = O.O.O.O.O.O.O.O.O.O.O
net charge = 0
strongest force on any atom = 1.3 eV/A

The following is a DFT calculation (ωB97M-V/def2-TZVPD) of a cluster of 11 separate species, H22O11 in total.

Geometry as XYZ:
```
33
Properties=species:S:1:pos:R:3:forces:R:3
O 2.1524 1.7395 1.2549 0.71 -0.41 3.31
H 2.4328 1.5737 2.2668 -1.24 0.41 -3.69
H 1.2837 1.2936 1.1040 0.69 0.04 0.34
O 0.5167 -1.3582 2.8313 0.77 0.28 -0.39
H 0.5800 -0.3859 2.8810 -0.30 -0.39 0.05
H -0.2932 -1.6242 3.2565 -0.43 0.05 0.17
O 2.6144 1.8947 -3.3126 -0.86 -1.66 -1.70
H 1.9271 1.2945 -2.9598 -0.03 0.02 -0.88
H 2.7666 2.3491 -2.5358 1.13 2.04 2.42
O -0.0542 1.5173 3.2684 2.12 1.90 -0.06
H -0.9601 1.5053 3.0985 -2.65 -0.64 -0.28
H 0.1236 2.4526 2.9794 0.47 -1.32 0.39
O -2.0764 -2.7590 0.2342 -6.59 0.82 0.64
H -1.2101 -2.8279 0.1134 5.95 -0.40 -0.80
H -2.3182 -1.8346 0.0537 0.50 -0.64 0.30
O -2.8585 -0.0161 0.1050 0.35 -6.53 0.85
H -3.5402 -0.3656 -0.4735 -0.12 -0.89 -0.05
H -3.0163 0.8212 -0.0479 -0.53 7.57 -0.86
O 0.0429 0.2253 0.2489 0.69 0.34 -0.75
H -0.8721 0.4976 0.2787 -0.59 -0.14 0.10
H 0.2905 0.4315 -0.6784 -0.12 -0.35 0.52
O 0.6228 -2.7867 0.3096 0.12 2.38 1.10
H 1.0545 -3.5000 0.7527 0.37 -0.80 0.61
H 0.6613 -2.0014 0.9944 -0.23 -1.75 -1.40
O 0.5166 0.2619 -2.7192 0.01 -1.18 -1.35
H 1.1607 -0.4491 -2.4992 0.03 -0.02 0.90
H 0.3011 -0.1264 -3.5997 -0.40 0.98 0.63
O -2.5409 2.6231 -0.5466 3.57 -1.62 -3.94
H -2.1841 2.7004 -1.5811 -2.01 0.17 4.33
H -3.2709 3.1448 -0.3207 -1.59 1.63 -0.38
O 1.9738 -1.6935 -1.7243 -0.95 0.48 0.52
H 1.5567 -2.2864 -1.0803 -1.32 0.66 0.89
H 2.6170 -2.3109 -1.9525 2.49 -1.03 -1.53
```
Forces are in eV/Å.

frontier orbital gap = 0.377 Ha
SMILES = O.O.O.O.O.O.O.O.O.O.O
net charge = 0
strongest force on any atom = 7.6 eV/A

The following is a DFT calculation (ωB97M-V/def2-TZVPD) of a structure of composition H22O12V.

Geometry as XYZ:
```
35
Properties=species:S:1:pos:R:3:forces:R:3
O 0.6050 9.0250 -1.2470 2.01 -3.25 4.38
V 1.0890 7.8260 -0.2070 -1.61 4.99 -4.63
O 0.6770 7.0890 1.6810 1.09 -0.96 0.61
H -0.0190 7.3960 2.2490 -0.96 0.29 0.37
H 1.4000 6.7690 2.2670 -0.49 0.34 -0.50
O -0.1810 11.6360 -2.8960 -3.97 0.89 -1.05
H 0.6450 11.6160 -2.5530 4.00 0.29 1.65
H -0.2970 10.7620 -3.2450 -0.04 -0.59 -0.69
O 3.2260 9.6830 -1.3590 0.86 -0.57 0.75
H 2.8310 10.5410 -1.4790 -0.16 0.61 -0.14
H 3.7240 9.7790 -0.5240 -0.18 0.21 -0.77
O -1.1370 8.8340 0.4510 0.26 -1.27 0.24
H -1.3350 9.5120 1.0790 -0.52 0.68 0.55
H -1.5890 9.0450 -0.3970 0.11 0.38 -0.13
O 3.0170 7.1690 0.5330 1.48 -0.25 0.04
H 3.9010 7.6370 0.4580 -1.48 -0.89 -0.01
H 3.1470 6.1910 0.3910 -0.04 0.98 0.10
O -0.3460 6.6420 -0.9990 -1.79 -1.63 -0.26
H -1.3420 6.6160 -0.8820 1.57 0.39 0.17
H -0.1120 5.7900 -1.4200 0.07 0.53 0.19
O 1.7140 9.6170 1.0290 -1.28 1.72 0.00
H 1.0740 10.3880 0.9290 1.01 -1.36 -0.37
H 2.0480 9.7830 1.9100 0.47 -0.34 0.60
O -1.9180 9.2030 -2.0910 -0.15 -0.83 -0.38
H -1.6890 8.4230 -2.6340 -0.23 0.73 0.11
H -2.0380 9.9280 -2.7200 -0.18 -0.02 0.25
O 2.1010 7.1960 -2.1080 0.78 -1.35 -0.39
H 2.6070 6.4030 -2.3700 -0.28 0.14 0.64
H 2.2380 7.7390 -2.8980 -0.53 0.66 0.32
O 1.7910 4.9150 -0.1540 -0.73 0.87 1.03
H 2.0670 4.1650 -0.6380 0.87 -1.37 -1.29
H 1.2740 4.4820 0.5390 -0.12 0.25 0.28
O 0.4430 9.0910 -3.6690 0.77 -0.23 -0.91
H 0.5410 9.1760 -2.6960 0.12 0.00 -0.83
H 1.2690 9.4130 -4.0820 -0.71 -0.04 0.10
```
Forces are in eV/Å.

2S+1 = 2
frontier orbital gap (spin up / spin down) = 0.286 / 0.320 Ha
net charge = +2
strongest force on any atom = 7.0 eV/A

The following is a DFT calculation (ωB97M-V/def2-TZVPD) of a cluster of 11 separate species, H23O11 in total.

Geometry as XYZ:
```
34
Properties=species:S:1:pos:R:3:forces:R:3
O -1.0944 1.6017 -1.5706 1.15 -1.02 -2.63
H 0.1022 2.2550 -1.4499 1.67 -0.36 0.05
H -1.1372 0.8310 -2.2161 0.23 1.45 1.18
O -1.4473 -2.6343 0.6435 1.41 0.18 0.12
H -0.5529 -2.5917 0.1739 -1.71 -0.09 0.96
H -1.2388 -2.7187 1.6092 -0.13 0.10 -1.21
O 1.2526 2.5179 -1.4031 -0.53 -1.79 2.37
H 1.4653 2.8742 -0.3532 0.09 -0.90 -2.11
H 1.7625 1.5961 -1.4079 -1.09 2.52 0.02
O 3.7144 0.9808 -1.3634 -1.39 4.39 0.98
H 3.7485 0.0949 -1.4676 0.61 -4.44 -0.58
H 4.5090 1.4011 -1.6655 0.59 -0.02 -0.35
O 2.2261 3.2686 0.9145 1.86 -3.32 1.29
H 2.8429 2.4602 1.2886 -2.56 2.69 -1.40
H 2.8876 3.8815 0.6023 0.38 0.67 -0.15
O 1.0037 0.3913 0.9407 3.53 -0.25 -1.39
H 0.9896 -0.5581 0.9219 -0.04 -0.79 -0.01
H 0.1969 0.6470 1.2534 -3.50 1.02 1.31
O -2.9342 1.5384 0.4979 -0.68 -2.12 -0.76
H -1.7564 1.4593 -0.9082 -1.16 0.09 1.54
O -0.4688 -2.3772 3.2260 -2.34 3.05 -4.44
H -0.7616 -1.5103 3.5264 0.02 -0.16 0.03
H -0.1109 -2.7939 3.9094 2.40 -2.84 4.66
O -3.7584 -0.4752 2.4666 3.02 2.73 1.88
H -3.8426 -0.4376 3.4343 -0.14 -0.08 -0.63
H -4.3942 -1.0278 2.1567 -2.96 -2.75 -1.22
O 0.4476 -1.5122 -3.8016 2.12 0.54 -1.86
H -0.1788 -1.6998 -4.5261 0.29 0.03 0.47
H 1.3187 -1.3092 -4.3220 -2.40 -0.57 1.47
O 0.9302 -3.1138 -0.6047 1.50 3.89 -2.19
H 0.6834 -3.9526 -0.4190 -1.20 -4.41 1.41
H 0.9522 -3.1395 -1.5833 0.02 0.50 0.55
H -3.0234 2.1070 1.2696 -0.36 -0.56 0.07
H -3.4333 0.6443 0.6064 1.30 2.64 0.56
```
Forces are in eV/Å.

frontier orbital gap = 0.367 Ha
net charge = +1
strongest force on any atom = 6.0 eV/A

The following is a DFT calculation (ωB97M-V/def2-TZVPD) of a cluster of 12 separate species, H23O12 in total.

Geometry as XYZ:
```
35
Properties=species:S:1:pos:R:3:forces:R:3
O 1.3291 -1.7721 1.4134 0.03 0.02 -0.43
H 1.8353 -0.3173 -1.5358 0.94 -0.13 -0.44
H -1.0361 3.0799 2.2931 -0.16 0.01 -0.01
O -1.0445 -0.0490 1.6055 -0.64 0.19 -0.55
H -0.4210 -0.3417 2.2687 0.36 0.02 0.12
H -0.8110 -0.5533 0.8211 0.13 -0.07 0.08
O 0.1940 1.0964 3.9522 -1.32 0.33 1.17
H 0.7749 1.8493 3.8682 0.31 0.02 -0.19
O -1.0406 3.9628 1.8986 0.36 0.03 0.36
H -0.7124 -0.2664 -4.4696 0.62 0.56 0.76
H -0.4339 3.8524 1.1524 -0.47 -0.13 0.02
O 2.6205 0.1194 -1.9330 -0.31 0.60 0.12
H -0.2355 -0.7344 -1.6735 -0.70 -0.73 0.32
H 2.1214 0.9977 1.6321 0.06 0.42 0.29
O -0.3658 2.9059 -0.5811 0.29 0.10 -0.09
H -4.3313 1.1280 -1.9439 0.55 0.02 -0.14
H 0.7674 0.3399 3.8468 0.52 0.04 -0.36
O -1.2394 -0.7213 -5.1070 -0.60 -0.51 -0.70
H -1.8848 -1.1647 -4.5490 -0.02 -0.04 0.03
H 0.2314 3.5893 -0.9030 0.03 -0.12 -0.22
O 0.5912 -4.2513 0.7375 -0.27 -0.85 -0.49
H 0.0889 -3.4861 0.4451 -0.15 0.07 0.22
H 1.2052 -3.8255 1.3361 -0.01 0.22 0.20
O -1.1625 -0.4919 -1.8788 0.23 1.08 -0.99
H -1.7738 -0.9856 -1.3465 0.03 -0.45 0.51
H 1.8940 -0.4897 1.8163 -0.42 0.36 1.07
O -4.3043 1.4145 -1.0326 -0.62 0.10 0.55
H 2.1300 -2.2380 1.6471 0.44 -0.14 0.05
H 0.9962 -2.7447 -1.2043 0.07 -0.13 -0.26
O 1.0529 -1.7963 -1.0754 -0.16 0.05 0.60
H -3.4005 1.5796 -0.7463 0.15 -0.12 -0.41
H 0.1899 2.1257 -0.4619 -0.14 -0.08 -0.04
O 2.0508 0.3835 2.3702 0.97 -0.37 -1.27
H 1.2416 -1.7130 -0.0289 -0.03 -0.28 0.04
H 2.8825 -0.4817 -2.6339 -0.07 -0.10 0.06
```
Forces are in eV/Å.

frontier orbital gap = 0.348 Ha
net charge = -1
strongest force on any atom = 1.8 eV/A